Record 1
The following is a quantum chemistry calculation of 2 unconnected molecules or ions with the total composition C5H12N3O at a distorted geometry, from the OMol25 dataset.

Structure (XYZ):
```
21
C5H12N3O | the OMol25 dataset | ωB97M-V with the def2-TZVPD basis set
H -2.92557 0.52677 -0.22667
H -0.37583 0.24825 -1.33616
H 2.32954 0.41468 -1.88241
C 1.17805 -0.13483 -0.13474
N -2.30191 0.87701 1.73732
C 2.27193 0.67955 -0.80924
H -3.40607 -0.60109 0.97554
H 1.38863 -1.17336 -0.45626
C -2.61353 -0.08109 0.59856
H -1.49506 -1.37713 -0.41669
C -0.24204 0.31660 -0.28829
N -1.64566 3.67230 4.30520
H -0.53019 1.26815 0.07192
H 3.20506 0.53394 -0.33490
H 2.19548 1.69053 -0.92078
C -1.23796 -0.71048 0.30506
H -2.62587 0.46924 2.70736
N -1.82021 1.95187 1.53557
O -1.77542 2.68145 3.82660
H 1.46161 -0.16669 0.82075
H -0.95024 -1.08705 1.27676
```

* calculated total energy: -436.71166 Ha
* relative energy (zero: lowest compared OMol25 entry of this formula, charge and spin): 832.62 kJ/mol
* frontier orbital gap (alpha / beta): 5.8 / 5.8 eV
* total charge: +1
* E_HOMO (alpha / beta): -13.0 / -13.1 eV

Electronic structure analysis, Löwdin charges in units of e:
1 H 0.128
2 H 0.114
3 H 0.092
4 C -0.253
5 N -0.123
6 C -0.087
7 H 0.092
8 H 0.136
9 C -0.090
10 H 0.090
11 C -0.186
12 N 0.366
13 H 0.065
14 H 0.067
15 H 0.038
16 C -0.144
17 H 0.195
18 N 0.174
19 O 0.153
20 H 0.058
21 H 0.118

***

Record 2
The following is a quantum chemistry calculation of C14H23N5O2S in the gas phase, from the OMol25 dataset.

Structure (XYZ):
```
45
C14H23N5O2S | the OMol25 dataset | ωB97M-V with the def2-TZVPD basis set
H -2.29471 1.17875 -1.97101
N -1.34084 -1.04447 -1.98915
C -2.78769 3.04759 -0.29074
H 4.13569 -1.16190 1.46879
H -1.22433 -3.05767 -4.81192
N 0.17308 -2.46373 -0.84549
H -2.21785 -1.98235 -3.79681
H 4.27661 -0.17335 2.91329
H -0.46162 -1.04446 3.33402
N -0.88943 -3.16378 -2.75592
C -1.77657 -2.97215 -3.87233
C 1.62994 -0.10019 2.00508
H 1.10689 4.28416 0.30548
C 4.17643 -0.13611 1.82814
H -2.56476 -3.72929 -3.85934
H -0.58500 4.75826 0.46122
C 0.31713 -1.48443 0.01390
H -2.72427 3.82427 0.46475
H 0.42134 -4.43003 -1.79159
H -3.70073 2.48034 -0.12477
C 0.10285 3.91704 0.49781
H -0.94104 -5.24210 -2.60390
H -2.84126 3.51945 -1.26994
S 1.47675 -1.79693 1.30516
H 0.40127 -4.58720 -3.56599
C -0.21177 -4.43109 -2.67461
C 1.51483 -0.23647 3.51677
H 0.75890 0.42763 1.59886
C 2.90221 0.57317 1.51032
H 0.08818 3.49594 1.50038
O 2.45946 -0.22764 4.26081
C -1.12106 -0.14105 -1.03744
C -0.68989 -2.20280 -1.84858
H 5.02251 0.38635 1.39076
H -0.37994 0.60716 3.94723
N -1.78303 1.01802 -1.11808
C 0.09285 -0.37357 3.98456
H 0.06980 -0.73627 5.00870
H 0.53931 2.10965 -0.55329
H -0.32847 3.30474 -1.52322
C -1.57456 2.12983 -0.21042
O 2.83170 1.62381 0.92279
N -0.30041 -0.32280 0.01046
H -1.50009 1.70209 0.79603
C -0.25840 2.85361 -0.53076
```

* calculated total energy: -1369.77501 Ha
* relative energy (zero: lowest compared OMol25 entry of this formula, charge and spin): 0.00 kJ/mol
* structure (SMILES): CC[C@@H](C)Nc1nc(SC(C(C)=O)C(C)=O)nc(N(C)C)n1
* frontier orbital gap: 9.6 eV
* E_HOMO: -8.9 eV

Electronic structure analysis, Löwdin charges in units of e:
1 H 0.147
2 N 0.181
3 C -0.050
4 H 0.065
5 H 0.091
6 N 0.103
7 H 0.070
8 H 0.083
9 H 0.073
10 N -0.159
11 C -0.051
12 C -0.421
13 H 0.073
14 C -0.019
15 H 0.090
16 H 0.064
17 C -0.644
18 H 0.074
19 H 0.074
20 H 0.080
21 C -0.099
22 H 0.090
23 H 0.083
24 S 1.075
25 H 0.091
26 C -0.049
27 C -0.474
28 H 0.088
29 C -0.459
30 H 0.073
31 O 0.097
32 C -0.384
33 C -0.362
34 H 0.090
35 H 0.094
36 N 0.096
37 C -0.012
38 H 0.089
39 H 0.089
40 H 0.114
41 C -0.388
42 O 0.099
43 N 0.116
44 H 0.136
45 C -0.216

***

Record 3
The following is a quantum chemistry calculation of a molecular structure, C7H9AlCl2NO4Tl at a distorted geometry, from the OMol25 dataset.

Structure (XYZ):
```
25
C7H9AlCl2NO4Tl | the OMol25 dataset | ωB97M-V with the def2-TZVPD basis set
O -0.45290 0.64228 0.03787
H -1.67248 3.45223 1.80404
O 2.96888 -3.46558 -5.32647
C -1.54037 -2.48915 -1.27802
Cl 2.37895 0.63320 -1.71460
C -1.40906 1.46868 3.38666
H -0.48550 1.19000 3.93002
C -1.29833 2.68076 1.13534
C 2.77400 -2.64230 -4.51913
N -1.09250 1.47585 1.94451
H -2.01255 2.49128 0.33032
H -0.36325 2.99747 0.66644
H -0.61426 -0.93265 3.01546
C -0.41831 -0.91874 1.93005
O -2.34236 -3.27515 -1.10913
O 3.23196 0.97872 -5.35223
H -2.17000 0.68407 3.56005
H 0.62880 -1.25846 1.78882
Tl -0.20950 -0.81734 -1.59230
C -0.65298 0.41738 1.30138
C 2.94714 0.19038 -4.54087
H -1.76442 2.47529 3.63485
Cl 2.21729 -3.02243 -1.66071
H -1.05837 -1.71191 1.48822
Al 2.41011 -1.24388 -2.86058
```

* calculated total energy: -1961.33301 Ha
* relative energy (zero: lowest compared OMol25 entry of this formula, charge and spin): 0.00 kJ/mol
* frontier orbital gap (alpha / beta): 6.8 / 6.0 eV
* total charge: +4
* E_HOMO (alpha / beta): -25.3 / -24.6 eV

Electronic structure analysis, Löwdin charges in units of e:
1 O -0.118
2 H 0.137
3 O 0.293
4 C -0.006
5 Cl 0.479
6 C 0.131
7 H 0.172
8 C 0.109
9 C 0.075
10 N 0.032
11 H 0.156
12 H 0.157
13 H 0.121
14 C 0.074
15 O 0.325
16 O 0.283
17 H 0.171
18 H 0.144
19 Tl 1.097
20 C -0.330
21 C 0.072
22 H 0.140
23 Cl 0.466
24 H 0.119
25 Al -0.299

***

Record 4
The following is a quantum chemistry calculation of a molecular structure, C3H4O3Yb at a distorted geometry, from the OMol25 dataset.

Structure (XYZ):
```
11
C3H4O3Yb | the OMol25 dataset | ωB97M-V with the def2-TZVPD basis set
O -2.36617 -1.31091 0.53274
H 0.90824 -2.19452 0.21769
H 2.62726 -0.26937 -0.74688
H 1.16417 0.54680 -1.38427
O -0.90882 0.40898 0.34922
Yb 1.88400 0.89567 1.42974
C -1.35147 -0.74628 0.10352
H 1.13619 -2.12139 -1.53715
C 0.76135 -1.56218 -0.66813
O -0.65452 -1.43317 -0.85868
C 1.38764 -0.19058 -0.59850
```

* calculated total energy: -1500.70910 Ha
* relative energy (zero: lowest compared OMol25 entry of this formula, charge and spin): 289.66 kJ/mol
* frontier orbital gap (alpha / beta): 7.1 / 5.5 eV
* total charge: +1
* <S²>: 0.76
* E_HOMO (alpha / beta): -13.4 / -12.4 eV
* 2S+1: 2

Electronic structure analysis, Löwdin charges in units of e:
1 O 0.149
2 H 0.123
3 H 0.094
4 H 0.055
5 O 0.054
6 Yb 1.649
7 C -0.710
8 H 0.139
9 C -0.260
10 O 0.003
11 C -0.295

***

Record 5
The following is a quantum chemistry calculation of a molecular structure, C7H14N3O4P at a distorted geometry, from the OMol25 dataset.

Structure (XYZ):
```
29
C7H14N3O4P | the OMol25 dataset | ωB97M-V with the def2-TZVPD basis set
H 0.00021 3.29083 2.59521
H -2.01436 -0.14523 -2.27115
C -0.66230 0.92061 0.65938
N 1.78428 -1.51137 -0.07322
C -1.11593 0.02794 -2.81201
C 2.84530 -0.57263 -0.36242
H 3.40157 -2.68483 -0.61408
H 3.55390 -0.44912 0.44524
O -1.60468 -2.15105 1.19961
H -2.05387 2.21212 1.62996
P 0.23845 -0.95727 -0.45585
H 2.65857 0.23310 -1.05051
H -2.16847 -2.91379 1.06899
C -0.50454 2.71378 3.27548
H 2.34052 -1.94079 -2.06448
H -0.94031 -2.08700 -2.85685
N -1.22990 -1.36534 -0.00491
H -1.10431 3.21729 4.00911
H -1.00318 1.04404 -3.19265
H -2.30250 1.34595 3.02925
O -0.61628 0.73167 1.97125
C 2.79328 -1.90868 -0.96022
O -1.46902 1.44781 -0.03001
H 0.30751 -1.38846 -4.08388
N 0.10126 -0.41707 -2.08487
H 0.18906 2.02955 3.60097
C -1.53561 1.82183 2.46706
C -0.42966 -1.20695 -3.20024
O 0.54104 0.66306 0.16583
```

* calculated total energy: -1081.34181 Ha
* frontier orbital gap (alpha / beta): 5.4 / 7.6 eV
* <S²>: 2.01
* E_HOMO (alpha / beta): -4.5 / -9.7 eV
* 2S+1: 3

Electronic structure analysis, Löwdin charges in units of e:
1 H 0.048
2 H 0.084
3 C -0.792
4 N -0.192
5 C -0.129
6 C -0.161
7 H 0.084
8 H 0.112
9 O -0.099
10 H 0.090
11 P 0.783
12 H 0.103
13 H 0.037
14 C -0.006
15 H 0.143
16 H 0.081
17 N -0.122
18 H 0.076
19 H 0.118
20 H 0.108
21 O 0.019
22 C -0.179
23 O 0.125
24 H 0.133
25 N -0.168
26 H 0.049
27 C -0.105
28 C -0.177
29 O -0.067